Record 1
Molecular formula: C5H8N
Method: DFT, wB97M-V/def2-TZVPD

Computed properties:
Charge ... +1
Kohn-Sham gap ... 10.6 eV
Energy relative to the best compared isomer or geometry (same formula, charge and spin) ... 457.5 kJ/mol
E_LUMO ... -4.097 eV
SMILES ... C=CC[NH+]1C=C1
Spin multiplicity ... 1

Last column: natural (NBO) charge in e.
Positions of all 14 atoms, in Å:
1 C -2.410 -0.301 0.123  -0.31
2 C -1.399 0.496 0.269  -0.28
3 C -0.130 0.347 -0.550  -0.27
4 N 0.970 -0.210 0.338  -0.37
5 C 2.275 0.385 0.227  0.05
6 C 2.205 -0.770 -0.252  0.05
7 H -3.354 -0.115 0.771  0.25
8 H -2.168 -1.259 -0.465  0.21
9 H -1.466 1.302 0.948  0.22
10 H 0.196 1.250 -1.009  0.23
11 H -0.438 -0.303 -1.328  0.23
12 H 0.491 -0.514 1.166  0.44
13 H 2.561 1.355 0.294  0.26
14 H 2.667 -1.661 -0.533  0.28

Forces on the atoms, in the same order (eV/Å):
-1.76 -2.55 0.66
1.86 1.26 -0.33
-1.20 -0.39 1.23
-2.10 0.23 -2.14
-0.20 -0.39 0.04
0.26 -0.27 0.87
1.64 -0.80 -1.56
-1.39 1.48 0.65
0.01 1.06 0.54
0.46 0.83 -0.09
0.52 -1.13 -0.87
0.72 -0.49 1.20
1.16 2.52 0.59
0.03 -1.36 -0.79

=====

Record 2
Molecular formula: C5H8N
Method: DFT, wB97M-V/def2-TZVPD

Computed properties:
Charge ... +1
Kohn-Sham gap ... 11.2 eV
Energy relative to the best compared isomer or geometry (same formula, charge and spin) ... 351.2 kJ/mol
E_LUMO ... -4.176 eV
SMILES ... CC[NH+]=c1cc1
Spin multiplicity ... 1

Last column: natural (NBO) charge in e.
Positions of all 14 atoms, in Å:
1 C -0.333 1.248 -1.150  -0.60
2 C 0.425 0.852 0.128  -0.23
3 N 0.289 -0.576 0.144  -0.48
4 C 0.031 -1.260 1.162  0.30
5 C -0.520 -1.858 2.270  -0.05
6 C -0.058 -2.600 1.251  -0.06
7 H -0.496 2.295 -1.111  0.24
8 H 0.044 0.841 -2.021  0.21
9 H -1.358 0.731 -1.079  0.21
10 H -0.034 1.298 0.911  0.21
11 H 1.434 1.244 0.111  0.22
12 H 0.549 -0.954 -0.786  0.44
13 H -0.872 -1.737 3.313  0.30
14 H -0.172 -3.661 1.120  0.29

Forces on the atoms, in the same order (eV/Å):
-2.60 -0.74 2.73
0.17 0.21 -3.63
2.00 2.91 -1.56
0.01 -1.25 -1.69
0.52 0.54 1.70
-2.02 -3.03 3.06
-0.04 0.95 -0.73
1.37 -0.26 -1.93
1.16 1.00 0.03
-1.57 1.01 2.72
0.52 -0.54 -0.05
-0.26 -0.55 1.31
0.08 -0.14 -1.04
0.66 -0.12 -0.92

=====

Record 3
Molecular formula: C5H8N
Method: DFT, wB97M-V/def2-TZVPD

Computed properties:
Charge ... +1
Kohn-Sham gap ... 9.5 eV
Energy relative to the best compared isomer or geometry (same formula, charge and spin) ... 346.1 kJ/mol
E_LUMO ... -7.091 eV
Spin multiplicity ... 1

Last column: natural (NBO) charge in e.
Positions of all 14 atoms, in Å:
1 C 2.014 0.675 0.213  0.23
2 C 1.134 -0.139 -0.676  -0.63
3 C -0.232 -0.224 -0.104  0.62
4 C -1.445 -0.471 -0.861  -0.78
5 C -0.363 0.336 1.277  -0.76
6 N 2.767 1.283 0.823  -0.19
7 H 0.993 0.099 -1.684  0.30
8 H 1.678 -1.029 -0.672  0.34
9 H -1.647 -1.624 -0.940  0.37
10 H -1.241 -0.378 -1.909  0.30
11 H -2.350 -0.128 -0.254  0.31
12 H -0.288 1.451 1.286  0.34
13 H 0.367 -0.116 2.024  0.31
14 H -1.386 0.264 1.477  0.25

Forces on the atoms, in the same order (eV/Å):
-0.28 0.12 -1.64
-0.55 0.89 2.45
0.20 1.60 1.42
-0.34 -2.45 1.59
0.65 -0.60 -0.59
0.06 0.08 0.34
0.54 1.05 -1.69
0.45 -2.41 -0.23
0.55 1.30 0.67
-0.63 0.98 -0.76
1.01 -0.02 -1.64
0.77 -0.54 -0.37
-0.90 0.70 -0.88
-1.54 -0.70 1.33

=====

Record 4
Molecular formula: C5H8N
Method: DFT, wB97M-V/def2-TZVPD

Computed properties:
Charge ... +1
Kohn-Sham gap ... 10.1 eV
Energy relative to the best compared isomer or geometry (same formula, charge and spin) ... 435.0 kJ/mol
E_LUMO ... -3.989 eV
Spin multiplicity ... 1

Last column: natural (NBO) charge in e.
Positions of all 14 atoms, in Å:
1 C 1.945 0.973 -1.145  -0.06
2 C 0.837 1.762 -1.036  -0.03
3 C 0.745 0.048 1.162  -0.25
4 C 1.115 0.730 -0.073  0.12
5 C -1.399 -0.656 -0.128  -0.43
6 N 0.049 -0.751 0.225  -0.49
7 H 2.963 0.606 -1.537  0.30
8 H 0.175 2.526 -1.152  0.27
9 H 1.618 -0.524 1.701  0.25
10 H 0.069 0.386 1.877  0.25
11 H -2.062 -1.273 0.447  0.23
12 H -1.832 0.278 -0.010  0.22
13 H -1.515 -0.867 -1.178  0.23
14 H 0.480 -1.556 -0.084  0.41

Forces on the atoms, in the same order (eV/Å):
0.97 0.31 -0.81
3.37 -4.08 1.60
3.26 -1.46 0.81
-1.52 1.00 0.72
1.27 -1.09 -0.15
-2.71 0.39 -1.45
-1.93 1.08 0.21
-1.35 2.08 -0.96
-1.70 1.11 -1.08
-0.75 1.56 1.15
0.13 -0.89 0.42
-0.10 2.37 0.46
0.09 -0.41 -0.34
0.95 -1.98 -0.59

=====

Record 5
Molecular formula: C5H8N
Method: DFT, wB97M-V/def2-TZVPD

Computed properties:
Charge ... +1
Kohn-Sham gap ... 8.4 eV
Energy relative to the best compared isomer or geometry (same formula, charge and spin) ... 201.0 kJ/mol
E_LUMO ... -5.433 eV
SMILES ... C=C/C=C/C=[NH2+]
Spin multiplicity ... 1

Last column: natural (NBO) charge in e.
Positions of all 14 atoms, in Å:
1 C 2.345 -0.768 0.219  -0.26
2 C 1.968 0.434 -0.242  -0.30
3 C 0.653 0.882 -0.017  0.00
4 C -0.353 -0.059 0.041  -0.37
5 C -1.718 0.377 0.203  0.26
6 N -2.774 -0.243 -0.176  -0.64
7 H 3.336 -1.236 -0.111  0.24
8 H 1.675 -1.314 0.875  0.21
9 H 2.583 1.108 -0.853  0.25
10 H 0.705 1.906 0.370  0.25
11 H -0.076 -1.101 -0.385  0.26
12 H -1.947 1.319 0.609  0.22
13 H -3.800 -0.153 0.077  0.46
14 H -2.599 -1.152 -0.610  0.41

Forces on the atoms, in the same order (eV/Å):
1.83 -0.31 -1.18
1.39 -0.88 -1.10
-0.79 -0.52 2.17
-0.29 0.02 -1.68
0.92 0.17 0.12
-1.71 -2.89 -0.45
-1.49 0.81 0.95
0.28 -0.16 -0.06
0.15 -0.50 0.39
-1.34 0.05 -0.54
-0.96 1.88 0.84
0.28 1.31 0.76
1.97 0.84 -0.27
-0.25 0.18 0.06

=====

Record 6
Molecular formula: C5H8N
Method: DFT, wB97M-V/def2-TZVPD

Computed properties:
Charge ... +1
Kohn-Sham gap (spin up / spin down) ... 7.2 / 7.0 eV
Energy relative to the best compared isomer or geometry (same formula, charge and spin) ... 694.9 kJ/mol
E_LUMO (spin up / spin down) ... -6.817 / -6.944 eV
Spin multiplicity ... 1

Last column: natural (NBO) charge in e.
Positions of all 14 atoms, in Å:
1 C -2.842 0.383 0.248  -0.12
2 C -1.646 0.280 0.160  0.08
3 C 0.520 1.267 -0.767  -0.21
4 C 0.532 1.173 0.724  -0.21
5 C 0.560 -1.897 -0.245  -0.06
6 N -0.333 0.347 -0.006  -0.35
7 H -3.830 0.141 0.375  0.25
8 H -0.143 2.135 -1.224  0.26
9 H 1.369 0.820 -1.320  0.24
10 H 1.382 0.689 1.118  0.21
11 H 0.202 1.883 1.359  0.24
12 H 0.714 -1.766 -1.394  0.24
13 H 1.253 -1.448 0.440  0.20
14 H -0.166 -2.598 0.058  0.21

Forces on the atoms, in the same order (eV/Å):
2.26 -0.57 -0.08
-1.76 1.07 -0.45
-1.84 2.25 -0.87
2.39 -0.92 -1.47
0.19 3.15 -2.80
1.09 -3.97 -0.67
-1.92 0.01 0.20
1.89 -1.89 0.74
-0.90 0.40 0.21
0.89 -0.65 0.48
-1.67 2.40 1.64
-0.16 -0.30 2.38
0.42 -0.41 0.15
-0.89 -0.57 0.56

=====

spin multiplicity of number 1 (C5H8N)? 1

=====

What is the formula in the first record? C5H8N

=====

Which value of charge does entry 4 give? +1